{"formula": "C11H17CoN2S8", "method": "the ωB97M-V functional and the def2-TZVPD basis", "e_above_lowest_kcal_mol": 0.0, "spin_multiplicity": 4, "total_charge": -1, "e_homo_ev": [-3.126, -3.245], "species": ["Co", "C", "C", "S", "C", "C", "S", "C", "C", "S", "H", "H", "H", "H", "H", "H", "H", "H", "H", "H", "H", "H", "S", "S", "S", "S", "C", "C", "C", "C", "N", "C", "S", "N", "H", "H", "H", "H", "H"], "coordinates": [[-0.81243, -0.70814, 0.79346], [-0.81974, 3.72886, 0.30595], [0.50491, 3.74228, 1.05675], [1.21150, 2.13718, 1.53054], [2.67222, 2.05384, 0.44499], [2.75864, 0.77932, -0.39362], [1.27896, 0.34293, -1.33120], [1.27587, 1.71489, -2.52525], [0.64181, 3.05719, -2.11278], [-0.95649, 2.85871, -1.28450], [-1.58098, 3.22590, 0.90731], [-1.13080, 4.76514, 0.16218], [1.26999, 4.29899, 0.51621], [0.33144, 4.27165, 1.99341], [2.66756, 2.93961, -0.18571], [3.55423, 2.10560, 1.08502], [3.59665, 0.85631, -1.09055], [2.91386, -0.08537, 0.24509], [2.31860, 1.87851, -2.80974], [0.74992, 1.30994, -3.38903], [1.30746, 3.63220, -1.47288], [0.47232, 3.64375, -3.01656], [-1.98399, -0.06262, 2.63506], [-3.95992, 0.13279, 2.18012], [-4.15560, 0.23774, 0.03337], [-2.41765, -0.39962, -0.80986], [-2.84642, -3.70945, 0.07993], [-1.38944, -3.89044, 0.37225], [-0.75658, -5.12104, 0.24625], [0.58170, -5.18122, 0.59230], [1.27458, -4.14941, 1.06511], [0.60645, -2.98811, 1.16585], [1.31096, -1.54882, 1.79676], [-0.69551, -2.83345, 0.79743], [-3.34684, -4.67663, 0.01499], [-2.97431, -3.15924, -0.85321], [-3.30893, -3.09739, 0.85647], [-1.29831, -5.99017, -0.09964], [1.13429, -6.11222, 0.49770]], "forces_ev_per_angstrom": [[-0.3081, -0.1322, 0.3813], [-0.0035, -0.0517, -0.1462], [-0.0288, -0.1410, 0.0621], [-0.0158, -0.0136, -0.1141], [-0.0862, -0.1319, 0.1369], [-0.2109, 0.0099, -0.0435], [0.2161, 0.2503, -0.0820], [-0.1334, -0.1014, 0.1844], [-0.0876, -0.0484, 0.1199], [-0.0231, -0.1100, 0.0153], [0.0284, 0.0236, 0.0236], [-0.0261, 0.0537, 0.0822], [-0.0081, 0.0626, 0.0198], [-0.0023, 0.1164, 0.0063], [0.0806, -0.0097, -0.0174], [0.0771, 0.0228, -0.0615], [0.0628, -0.0183, 0.0430], [0.1029, -0.0635, 0.0882], [-0.0412, 0.0087, -0.1530], [-0.0309, 0.0873, -0.0595], [0.0027, -0.0253, -0.0552], [0.1315, 0.0471, -0.0435], [0.3205, 0.2347, 0.1752], [-0.3625, -0.2038, -0.4375], [-0.1567, 0.4050, 0.4832], [0.3565, -0.2438, -0.3468], [0.0669, 0.0332, 0.0165], [-0.0998, 0.1921, 0.1348], [0.0282, -0.0506, 0.0329], [0.0850, 0.1675, 0.0745], [-0.1385, 0.0258, 0.0003], [-0.1115, -0.2414, -0.0652], [-0.0442, 0.1853, -0.2460], [0.3121, -0.3670, -0.1871], [0.0232, 0.0322, 0.0009], [-0.0043, 0.0243, 0.0004], [0.0214, -0.0138, -0.0331], [0.0294, -0.0037, 0.0107], [-0.0218, -0.0118, -0.0007]], "mulliken_charge": [0.41, -0.58, -0.90, 0.01, -0.72, -0.83, 0.12, -0.92, -0.67, -0.04, 0.29, 0.43, 0.47, 0.40, 0.29, 0.45, 0.47, 0.32, 0.37, 0.42, 0.18, 0.46, -0.37, -0.20, -0.19, -0.41, -1.23, 1.02, -0.71, -0.13, -0.60, 0.60, -0.59, -0.20, 0.37, 0.24, 0.22, 0.35, 0.39]}

***

{"formula": "C2H5NO2S", "method": "the ωB97M-V functional and the def2-TZVPD basis", "e_above_lowest_kcal_mol": 60.7, "spin_multiplicity": 1, "e_homo_ev": [-8.025, -8.024], "species": ["C", "C", "N", "O", "O", "S", "H", "H", "H", "H", "H"], "coordinates": [[0.09831, 0.04566, 0.12179], [1.38613, 1.84045, 0.70821], [-1.65056, -2.27544, -1.00617], [-0.82845, 0.28596, 0.82483], [1.13329, 0.72586, -0.22623], [-0.10554, -1.95823, -1.32317], [2.44715, 2.27499, 0.58767], [1.08790, 1.38829, 1.72570], [0.72447, 2.67381, 0.47766], [-2.41452, -2.17029, -1.73656], [-1.87818, -2.83106, -0.15373]], "forces_ev_per_angstrom": [[-2.0595, -2.6970, -2.4207], [0.4610, 0.0543, 1.1024], [-2.5595, -1.0207, 0.0997], [0.6880, -0.1601, 0.1030], [1.3923, 1.0027, 0.4383], [1.1960, 2.4958, 1.5110], [-1.5579, -1.4493, 0.2754], [1.0384, 1.2856, -1.3179], [-0.2742, -0.2069, -0.0164], [1.5726, -0.0142, 1.6094], [0.1028, 0.7099, -1.3844]], "mulliken_charge": [0.46, -0.55, -0.39, -0.44, -0.24, -0.09, 0.21, 0.27, 0.27, 0.25, 0.24]}

***

{"formula": "C24H39Br42IN4O2PS", "method": "the ωB97M-V functional and the def2-TZVPD basis", "spin_multiplicity": 1, "total_charge": 1, "e_homo_ev": -11.251, "species": ["C", "C", "C", "C", "C", "C", "C", "C", "N", "C", "N", "N", "I", "P", "N", "S", "C", "O", "O", "H", "H", "H", "H", "H", "H", "H", "H", "H", "H", "H", "H", "H", "H", "H", "H", "H", "H", "H", "H", "H", "H", "H", "H", "H", "C", "Br", "Br", "Br", "H", "C", "Br", "Br", "Br", "H", "C", "Br", "Br", "Br", "H", "C", "Br", "Br", "Br", "H", "C", "Br", "Br", "Br", "H", "C", "Br", "Br", "Br", "H", "C", "Br", "Br", "Br", "H", "C", "Br", "Br", "Br", "H", "C", "Br", "Br", "Br", "H", "C", "Br", "Br", "Br", "H", "C", "Br", "Br", "Br", "H", "C", "Br", "Br", "Br", "H", "C", "Br", "Br", "Br", "H", "C", "Br", "Br", "Br", "H"], "coordinates": [[4.09240, -2.58821, -1.36521], [5.17670, -1.74822, -2.10830], [4.49993, -0.94526, -3.22668], [4.20348, 0.53906, -2.89339], [3.87976, 0.86938, -1.40956], [2.58440, 1.72446, -1.35364], [1.96369, 1.73486, 0.07389], [0.45502, 1.53763, 0.10416], [0.00551, 0.28750, -0.60315], [-1.36035, 0.42934, -0.89612], [-2.17260, 1.10666, -0.00007], [-1.78776, -0.04570, -2.01510], [-3.76468, 0.07984, -2.61159], [-0.65162, -0.85592, -3.17803], [0.26103, 0.17895, -3.89095], [0.22379, -1.11711, 0.37235], [-1.34986, -1.66106, 1.05784], [0.76375, -2.19136, -0.39853], [1.06504, -0.83859, 1.48516], [4.00602, -3.59250, -1.77015], [4.24520, -2.55895, -0.29127], [3.14171, -2.08503, -1.53733], [5.66984, -1.09326, -1.39388], [5.89939, -2.46786, -2.48673], [5.19079, -0.93740, -4.07391], [3.60285, -1.44222, -3.59633], [5.03311, 1.14668, -3.24729], [3.33743, 0.82334, -3.49518], [4.71691, 1.44607, -1.02238], [3.69224, -0.00232, -0.78631], [2.90861, 2.74161, -1.56692], [1.87005, 1.36650, -2.09077], [2.14293, 2.72907, 0.48804], [2.50106, 1.04823, 0.72290], [0.13501, 1.52039, 1.15121], [0.01411, 2.41361, -0.36921], [-2.30965, 2.07358, -0.28310], [-3.06131, 0.63043, 0.14949], [0.04250, -1.82387, -2.42722], [-1.53300, -1.53687, -4.03792], [1.22632, -0.05153, -3.66100], [-1.61182, -0.94407, 1.82983], [-2.13020, -1.79655, 0.31150], [-1.12249, -2.61950, 1.51312], [-6.11724, 1.26921, 2.06137], [-6.75952, 0.53929, 3.71429], [-5.28624, -0.09861, 0.96022], [-7.48711, 2.22186, 1.10463], [-5.34576, 1.98539, 2.30858], [4.39242, -1.54448, 3.85702], [3.56189, -3.18569, 3.28630], [5.67817, -1.84122, 5.26061], [5.16886, -0.58662, 2.37094], [3.61266, -0.91874, 4.26645], [7.49097, 4.08954, 0.57933], [6.84688, 3.43552, 2.27401], [8.12406, 2.66019, -0.54761], [6.16851, 5.16894, -0.31699], [8.33655, 4.72930, 0.78806], [3.75016, -7.35886, 1.97056], [5.20448, -6.21901, 1.42934], [2.29189, -6.34162, 2.72641], [3.14930, -8.49078, 0.53280], [4.12198, -8.00459, 2.75287], [1.90822, -9.14785, 5.40874], [3.79517, -8.75000, 5.43011], [1.56126, -10.92010, 4.73951], [1.10269, -8.86180, 7.13535], [1.44625, -8.45192, 4.72268], [-10.27237, -1.18206, 0.32393], [-11.42460, -0.01463, -0.68456], [-8.47837, -1.19841, -0.39053], [-10.28726, -0.75182, 2.19960], [-10.66433, -2.18391, 0.22264], [-4.64942, 3.86083, 5.63475], [-5.31868, 3.12551, 7.28123], [-3.77942, 2.51269, 4.56065], [-6.02802, 4.76468, 4.63683], [-3.90056, 4.59619, 5.89010], [6.19877, 8.17856, 2.83118], [7.90187, 7.33266, 2.50271], [6.35936, 9.62200, 4.09490], [5.35103, 8.75507, 1.19688], [5.55561, 7.43385, 3.27774], [-0.41202, -10.34400, 10.56850], [0.08203, -10.99320, 12.31325], [-1.73248, -11.47067, 9.73256], [-0.98596, -8.50239, 10.63064], [0.47441, -10.38097, 9.95145], [-3.31474, 3.84341, -5.49934], [-1.74456, 4.21782, -6.54802], [-3.15950, 2.13702, -4.57854], [-3.72652, 5.26569, -4.26667], [-4.14931, 3.75931, -6.18158], [2.51681, 4.72746, -7.34936], [1.20232, 5.35085, -8.61389], [4.22670, 4.44444, -8.18645], [2.64655, 5.89750, -5.82277], [2.17604, 3.76751, -6.98688], [-0.88674, 2.59843, -10.39638], [-2.14082, 1.41862, -11.26043], [-0.43112, 1.97447, -8.62667], [0.68039, 2.89532, -11.47711], [-1.37843, 3.55412, -10.27888], [-14.98543, -1.39196, -2.37693], [-14.86667, -2.05414, -0.57070], [-14.96339, -2.82654, -3.66329], [-16.51226, -0.24187, -2.61357], [-14.10401, -0.79263, -2.55381], [1.25202, 4.40523, 3.44983], [-0.09844, 3.29447, 2.61376], [1.86046, 3.64411, 5.10860], [2.70429, 4.73347, 2.23660], [0.79498, 5.35667, 3.68024]], "forces_ev_per_angstrom": [[0.1586, 1.1236, -0.1944], [-1.2226, -0.8741, 0.3192], [1.1812, 0.4417, -0.3611], [-0.2867, -0.6906, 0.2963], [-0.8495, 0.3448, -0.9982], [0.8584, -0.0337, 1.1695], [0.3615, 0.3257, -0.8181], [1.1519, 0.0195, 0.8127], [-0.8861, 0.1614, 0.5606], [0.1934, 0.6740, 0.0903], [0.0824, -0.1100, -0.1115], [-0.7006, -1.2768, -0.6405], [0.0359, -1.3794, 1.2625], [1.9088, 0.1912, -1.0361], [-0.4109, -0.5456, 0.0932], [1.5848, -2.4877, 1.4796], [0.1341, 0.6821, -0.2937], [-0.9300, 0.0565, -1.6080], [-0.3323, 1.5943, 0.5609], [0.0857, -0.1439, 0.2005], [0.0790, -0.5089, 0.1925], [-0.2357, -0.1670, 0.1292], [0.1834, 0.0897, -0.0775], [0.2723, 0.2953, -0.1940], [-0.1634, 0.0466, -0.1805], [-0.0818, -0.1868, 0.1976], [0.0628, 0.1062, 0.1040], [0.0898, 0.2055, -0.1325], [-0.0279, -0.1041, 0.4775], [0.3627, -0.2559, -0.0861], [-0.4472, 0.1425, -0.5006], [-0.0603, 0.1316, -0.0818], [-0.1894, -0.1503, 0.1638], [-0.2323, -0.2504, 0.0710], [-0.0529, -0.3730, -0.6798], [-0.2886, -0.2233, -0.3464], [-0.0796, 0.0936, 0.3010], [-0.2094, 0.3122, -0.1686], [-0.6503, -0.0506, 0.1382], [-0.5014, 0.3444, 0.5685], [0.0767, 0.4287, 0.0030], [-0.2315, 0.0466, -0.0142], [-0.0200, 0.0388, -0.0435], [0.2360, -0.0826, -0.0490], [-0.2699, 0.2439, 0.2164], [-0.0319, -0.0604, -0.1855], [-0.0163, -0.0827, 0.0770], [0.1365, -0.1000, 0.0308], [0.0448, -0.0400, -0.0101], [-0.0424, 0.0062, -0.0100], [0.1160, 0.1197, 0.0383], [-0.0657, 0.0046, -0.1168], [-0.0431, -0.0087, 0.0370], [0.0142, 0.0314, -0.0185], [-0.0152, -0.0491, 0.0038], [-0.0388, -0.0181, -0.1230], [-0.0912, 0.0501, 0.0729], [-0.0003, -0.1048, 0.0543], [-0.0196, 0.0373, -0.0108], [0.1186, -0.0119, -0.1761], [-0.1363, -0.0657, 0.0193], [-0.0245, -0.1026, -0.0441], [0.0108, 0.0944, 0.0955], [-0.0388, 0.0138, 0.0389], [-0.0500, -0.0877, -0.0114], [-0.0518, -0.0461, 0.0738], [0.0456, 0.1097, 0.0520], [0.0203, 0.0235, -0.0495], [0.0205, 0.0212, 0.0074], [-0.1233, 0.0025, 0.0183], [0.1211, 0.0222, 0.0452], [-0.1427, -0.0563, 0.0233], [0.0272, 0.0035, -0.1373], [0.0144, -0.0074, -0.0205], [-0.1907, 0.0383, 0.0761], [0.0377, 0.0193, -0.1537], [0.2211, 0.0642, 0.0596], [0.0723, -0.0996, 0.0197], [0.0279, -0.0132, -0.0262], [-0.0252, 0.0037, -0.0098], [-0.0564, 0.1178, 0.0217], [0.0113, -0.0857, -0.0988], [0.0752, -0.0239, 0.1046], [0.0100, -0.0242, -0.0175], [-0.0172, -0.0469, 0.0324], [-0.0541, 0.0499, -0.1056], [0.0685, 0.0802, 0.0529], [0.0449, -0.0977, -0.0334], [0.0014, 0.0025, -0.0031], [0.3585, 0.2512, -0.2202], [-0.2852, 0.2585, 0.3504], [-0.0037, 1.4503, -1.0808], [0.0292, -0.1587, -0.0204], [-0.0125, -0.0717, 0.0312], [0.0139, -0.0673, 0.0078], [0.0854, 0.1714, 0.0949], [-0.1198, 0.0452, 0.0457], [-0.0145, -0.0541, -0.0917], [-0.0181, -0.0032, -0.0125], [0.0857, 0.0015, -0.0653], [0.0843, 0.0559, 0.0722], [0.1620, -0.3988, -0.3658], [-0.1223, -0.1001, 0.0483], [0.0015, -0.0006, 0.0315], [-0.0299, -0.0065, -0.0095], [-0.0387, -0.0003, -0.0706], [-0.0100, 0.0766, 0.0826], [0.0854, -0.0855, 0.0225], [0.0115, -0.0084, 0.0048], [0.0909, -0.0315, 0.0976], [-0.0654, 0.6115, 0.6397], [-0.0595, 0.0168, -0.1400], [0.1022, 0.1317, 0.1001], [-0.0552, -0.0134, -0.0376]], "mulliken_charge": [-0.34, -0.56, -0.85, -0.86, -0.09, -0.82, 0.13, -1.43, 0.98, -0.24, 0.09, -0.13, 0.29, 0.34, -0.49, 0.97, -1.12, -0.68, -0.56, 0.41, 0.11, -0.24, 0.26, 0.41, 0.37, 0.37, 0.56, 0.30, 0.18, 0.18, 0.40, 0.20, -0.47, 0.55, 0.29, 1.04, 0.26, -0.30, 0.09, 0.11, 0.17, 0.30, 0.28, 0.60, -0.14, 0.06, 0.00, 0.02, 0.07, -0.36, 0.03, -0.04, 0.00, 0.32, -0.33, 0.02, -0.04, 0.00, 0.32, -0.08, -0.02, -0.05, -0.01, 0.12, -0.11, -0.01, 0.01, 0.02, 0.13, -0.37, 0.03, 0.00, 0.00, 0.36, -0.35, 0.01, -0.01, -0.01, 0.36, -0.21, 0.00, -0.02, -0.02, 0.25, -0.21, -0.01, 0.01, -0.02, 0.20, -0.49, 0.10, 0.08, -0.03, 0.35, -0.18, -0.04, -0.02, 0.00, 0.24, -0.29, -0.04, -0.01, 0.01, 0.32, -0.19, -0.01, 0.00, 0.00, 0.19, -0.43, 0.03, 0.01, 0.01, 0.41]}

***

{"formula": "C3H7ClN2O", "method": "the ωB97M-V functional and the def2-TZVPD basis", "e_above_lowest_kcal_mol": 97.5, "spin_multiplicity": 1, "e_homo_ev": -8.198, "species": ["C", "C", "C", "N", "N", "O", "Cl", "H", "H", "H", "H", "H", "H", "H"], "coordinates": [[0.81882, -0.50667, 1.34012], [1.64687, -0.38325, 0.13929], [-1.06311, 0.43042, -1.13729], [-0.82029, 1.76036, -0.88321], [-1.73133, -0.43472, -0.54371], [0.69081, -1.65060, 0.44521], [-0.55385, 0.14251, -2.80605], [1.18500, -0.87794, 2.32949], [-0.10523, 0.16613, 1.46950], [2.64164, -0.70934, 0.31371], [-1.02724, 1.91361, 0.07260], [0.17223, 1.97489, -1.05353], [-1.77598, -0.38401, 0.45849], [-0.07834, -1.44139, -0.14462]], "forces_ev_per_angstrom": [[-0.3234, 0.8120, 1.5250], [-0.9197, 1.5160, -0.4056], [0.0903, 1.3403, -2.0286], [1.1126, -0.5368, 0.2782], [0.4373, -1.7293, 0.1782], [-0.7836, -0.2845, -0.2704], [-0.1368, -0.4458, 0.0676], [-0.2802, 0.3357, -0.8421], [1.2503, -1.2117, -0.2602], [0.8573, -0.8004, 0.2954], [-0.2641, 0.6734, 1.1481], [-0.6305, 0.0062, -0.1385], [-0.6304, 0.7665, 0.3651], [0.2209, -0.4415, 0.0878]], "mulliken_charge": [0.05, -0.66, 0.62, -0.49, -0.79, -0.33, -0.20, 0.26, 0.02, 0.18, 0.27, 0.31, 0.31, 0.46]}